No. 1
Below is a molecular structure, C4H8GaN2OS2Y in a non-equilibrium geometry, with properties calculated with ωB97M-V/def2-TZVPD.

Structure (XYZ):
```
19
Properties=species:S:1:pos:R:3:forces:R:3
S 1.0665 -0.6565 2.3926 -0.0920 -0.6328 1.5500
Ga 1.2657 -1.1705 0.1470 -0.0088 -0.9897 -1.9538
C 1.6076 0.4375 -1.0921 1.1651 1.8863 -0.6934
C 1.0906 1.8569 -0.4892 -0.7911 -1.8460 0.6166
S -0.5043 2.2482 -1.4137 -0.2110 -1.2762 0.6285
C -1.6476 0.9475 -0.7531 -0.3431 1.4506 2.3869
N -2.3720 1.2459 0.4343 2.1699 -3.5133 -4.8600
N -3.0690 0.0802 0.6507 0.7188 -3.4107 -2.9512
C -2.7813 -0.8730 -0.3558 0.4469 3.5836 1.7858
O -1.8420 -0.3322 -1.3006 -1.8553 1.7959 3.4039
H 0.2619 0.4674 2.5225 0.1034 -0.9702 0.2907
H 2.5563 -2.1567 0.0251 0.0614 0.0531 0.8353
H -0.0071 -2.0673 -0.2373 -0.1424 0.1199 0.5831
H 1.1192 0.1884 -2.0997 0.5341 0.1227 1.5810
H 2.7331 0.5551 -1.2656 -1.4965 -0.5292 0.2246
H 0.8191 1.6876 0.6122 0.4110 0.7941 -1.5292
H 1.8582 2.6929 -0.5855 -1.2252 -1.0731 -0.0930
H -3.1597 -1.9350 -0.4731 0.5365 1.7954 0.0546
Y 1.0049 -3.2165 3.2814 0.0184 2.6396 -1.8604
```
Forces are in eV/Å.

- F_max: 6.4 eV/A
- Net charge: +2
- HOMO-LUMO gap: 2.98 eV



No. 2
Below is a molecular structure, C16H28MnN4STe in a non-equilibrium geometry, with properties calculated with ωB97M-V/def2-TZVPD.

Structure (XYZ):
```
51
Properties=species:S:1:pos:R:3:forces:R:3
Mn 0.9617 -1.3108 -0.9057 0.7190 0.3570 0.7814
C 3.1028 1.9546 3.3910 0.2382 0.0523 -0.0060
C 3.9952 0.7403 3.1411 -0.1856 0.2051 -0.0513
N 4.0171 0.3181 1.7623 0.3981 -0.0204 0.2205
C 2.8927 -0.0663 1.0948 -1.1034 -0.0938 -0.2872
S 3.1077 -0.4306 -0.6181 0.8366 -0.0287 -0.5988
N 1.7466 -0.1442 1.6742 1.3284 0.6486 1.0270
N 0.7553 -0.7266 0.9724 -1.0936 -1.0970 -0.5165
C -0.5588 -0.0879 1.1535 0.6382 0.4005 -0.0886
C -0.8084 0.2565 2.6179 -0.2965 -0.0586 -0.1590
C -1.5053 -1.1289 0.5971 0.9299 -0.0685 -0.6595
C -2.5601 -1.6811 1.2965 -0.6370 -0.1873 -0.0642
C -3.3025 -2.7209 0.7436 0.5579 0.2270 -0.1956
C -2.8978 -3.2152 -0.4934 -0.4446 -0.0504 0.2239
C -1.8257 -2.6354 -1.1290 0.5176 0.5888 0.0010
N -1.1205 -1.5918 -0.6360 -2.0498 -0.7414 0.8471
H 3.1920 2.2793 4.4270 0.0023 0.0791 0.0753
H 2.0741 1.6804 3.1899 -0.0963 0.0757 -0.0125
H 3.3835 2.7819 2.7301 -0.0164 -0.0678 0.1104
H 3.6413 -0.0943 3.7488 -0.0035 -0.0415 0.1073
H 5.0244 0.9629 3.4271 -0.0035 -0.0660 0.0181
H 4.8029 0.5509 1.1893 0.0955 0.0856 -0.0724
H 0.0411 0.8256 2.9864 -0.0583 0.0110 -0.0255
H -0.8786 -0.6582 3.2090 0.0630 0.0287 0.0479
H -1.7204 0.8398 2.7448 -0.0064 0.0180 0.0989
H -2.8175 -1.2964 2.2734 0.0575 0.0504 -0.0441
H -4.1476 -3.1453 1.2723 0.0704 0.0059 -0.0352
H -3.4188 -4.0320 -0.9711 -0.0047 -0.0493 0.0026
H -1.5027 -3.0278 -2.0901 0.0004 0.0576 0.1399
C 2.5077 -1.0606 -4.3004 -0.0887 -0.2704 0.1847
Te 1.2045 -2.4485 -3.2698 0.0890 -0.0077 -1.7640
C -0.5196 -1.8107 -4.4203 0.2779 -0.0877 -0.0340
H 2.7754 -1.4730 -5.2696 -0.0665 -0.0658 0.0525
H 3.3956 -0.9172 -3.6946 0.0447 -0.0443 0.1298
H 1.9982 -0.1104 -4.4186 -0.1239 0.0102 0.0847
H -0.4203 -0.7491 -4.6404 0.0712 -0.0541 0.1026
H -1.4242 -1.9736 -3.8506 -0.0887 0.0065 0.0991
H -0.5710 -2.3759 -5.3468 0.0761 -0.0156 0.0185
C -1.5148 2.8568 -1.3185 -0.0197 -0.1574 -0.0343
C -1.8308 1.6846 -0.3881 0.0834 0.2093 0.0705
C -2.8748 2.1036 0.6426 -0.0573 -0.1605 -0.1329
C -0.5237 1.1836 0.2335 -0.7503 -0.0859 0.2485
H -2.4152 3.1929 -1.8344 0.0006 0.0688 -0.0325
H -0.7730 2.5717 -2.0707 -0.0422 0.0533 0.0446
H -1.1102 3.6970 -0.7478 -0.0106 -0.0062 -0.0292
H -2.2565 0.8726 -0.9968 0.0472 0.0992 0.0728
H -2.4751 2.8627 1.3183 0.0211 -0.0236 0.0449
H -3.2065 1.2451 1.2302 -0.0412 0.1087 0.0500
H -3.7498 2.5255 0.1435 -0.0227 -0.0019 0.0334
H -0.0349 1.9881 0.7933 0.0061 -0.0250 -0.0205
H 0.1455 0.9381 -0.5926 0.1411 0.1295 -0.0741
```
Forces are in eV/Å.

- F_max: 2.3 eV/A
- Multiplicity: 6
- HOMO-LUMO gap (alpha / beta): 5.35 / 5.65 eV



Please write out number 1 again, unchanged.
Below is a molecular structure, C4H8GaN2OS2Y in a non-equilibrium geometry, with properties calculated with ωB97M-V/def2-TZVPD.

Structure (XYZ):
```
19
Properties=species:S:1:pos:R:3:forces:R:3
S 1.0665 -0.6565 2.3926 -0.0920 -0.6328 1.5500
Ga 1.2657 -1.1705 0.1470 -0.0088 -0.9897 -1.9538
C 1.6076 0.4375 -1.0921 1.1651 1.8863 -0.6934
C 1.0906 1.8569 -0.4892 -0.7911 -1.8460 0.6166
S -0.5043 2.2482 -1.4137 -0.2110 -1.2762 0.6285
C -1.6476 0.9475 -0.7531 -0.3431 1.4506 2.3869
N -2.3720 1.2459 0.4343 2.1699 -3.5133 -4.8600
N -3.0690 0.0802 0.6507 0.7188 -3.4107 -2.9512
C -2.7813 -0.8730 -0.3558 0.4469 3.5836 1.7858
O -1.8420 -0.3322 -1.3006 -1.8553 1.7959 3.4039
H 0.2619 0.4674 2.5225 0.1034 -0.9702 0.2907
H 2.5563 -2.1567 0.0251 0.0614 0.0531 0.8353
H -0.0071 -2.0673 -0.2373 -0.1424 0.1199 0.5831
H 1.1192 0.1884 -2.0997 0.5341 0.1227 1.5810
H 2.7331 0.5551 -1.2656 -1.4965 -0.5292 0.2246
H 0.8191 1.6876 0.6122 0.4110 0.7941 -1.5292
H 1.8582 2.6929 -0.5855 -1.2252 -1.0731 -0.0930
H -3.1597 -1.9350 -0.4731 0.5365 1.7954 0.0546
Y 1.0049 -3.2165 3.2814 0.0184 2.6396 -1.8604
```
Forces are in eV/Å.

- F_max: 6.4 eV/A
- Net charge: +2
- HOMO-LUMO gap: 2.98 eV